Formula: C4H3NO
Source: the Open Molecules 2025 dataset
Level of theory: ωB97M-V with the def2-TZVPD basis set

The geometry in ORCA input format:
```
! wB97M-V def2-TZVPD RIJCOSX def2/J DEFGRID3
* xyz 0 1
C 1.902 -0.636 -0.117
C -0.516 1.099 -0.105
C -1.056 -0.187 0.462
C 0.005 -0.169 -0.599
N 2.942 -0.919 0.230
O -0.414 2.256 0.055
H -0.801 -0.282 1.471
H -2.075 -0.523 0.186
H 0.012 -0.638 -1.585
*
```

Energy relative to the best compared isomer or geometry (same formula, charge and spin) = 76.30 kcal/mol
Frontier orbital gap = 9.22 eV

***

Formula: C15H37FN4O5
Source: the Open Molecules 2025 dataset
Level of theory: ωB97M-V with the def2-TZVPD basis set

The geometry in ORCA input format:
```
! wB97M-V def2-TZVPD RIJCOSX def2/J DEFGRID3
* xyz 0 1
C -0.530 3.360 3.406
O 0.382 2.320 3.145
C 0.793 2.307 1.805
C 1.682 1.101 1.580
N 0.855 -0.138 1.828
H 0.306 -0.075 2.684
H 0.185 -0.271 1.047
C 1.574 -1.453 2.085
C 2.722 -1.881 1.153
O 3.686 -0.845 1.030
C 4.695 -0.838 2.013
H -1.541 3.096 3.076
H -0.228 4.328 3.001
H -0.699 3.531 4.471
H 1.280 3.220 1.450
H -0.096 2.193 1.170
H 2.508 0.970 2.278
H 2.114 1.004 0.588
H 0.685 -2.085 2.013
H 1.856 -1.538 3.134
H 2.278 -2.106 0.184
H 3.223 -2.794 1.477
H 4.312 -0.971 3.030
H 5.183 0.133 1.946
H 5.434 -1.628 1.849
F -1.020 -0.837 0.055
C -0.811 -4.039 1.041
O -0.484 -4.407 2.158
N -0.227 -4.433 -0.107
C 0.911 -5.342 -0.024
C -0.440 -3.686 -1.338
H -1.587 -3.279 0.849
H 0.904 -5.873 -0.982
H 0.795 -6.097 0.746
H 1.883 -4.844 -0.004
H -1.496 -3.418 -1.335
H 0.127 -2.754 -1.287
H -0.220 -4.190 -2.276
C 0.488 1.551 -2.037
O 0.926 2.562 -1.505
N 0.351 1.366 -3.365
C -0.003 0.047 -3.839
C 0.507 2.518 -4.246
H 0.138 0.660 -1.485
H -0.874 0.151 -4.492
H -0.177 -0.693 -3.062
H 0.777 -0.366 -4.487
H 0.318 3.439 -3.701
H 1.569 2.561 -4.503
H -0.136 2.392 -5.114
C -3.217 1.660 0.722
O -3.666 2.018 1.812
N -3.633 2.151 -0.452
C -3.260 1.488 -1.672
C -4.558 3.259 -0.489
H -2.632 0.734 0.590
H -2.509 2.101 -2.185
H -4.114 1.489 -2.356
H -2.913 0.476 -1.477
H -5.537 2.932 -0.848
H -4.619 3.760 0.470
H -4.216 4.003 -1.217
*
```

Frontier orbital gap = 9.29 eV

***

Q: Which of these has the lowest frontier orbital gap?
A: C4H3NO

***

Q: Which of these has the lowest frontier orbital gap?
A: C4H3NO